Here is a molecular structure, C12H14BeI2N2 in a non-equilibrium geometry from the OMol25 dataset. Energies are from ωB97M-V/def2-TZVPD.

The geometry in ORCA input format:
```
! wB97M-V def2-TZVPD RIJCOSX def2/J DEFGRID3
* xyz 0 1
C 2.735 3.525 1.781
C 3.758 2.469 1.338
H 2.508 4.240 0.993
H 3.115 4.118 2.620
H 1.824 3.053 2.118
H 3.283 1.707 0.703
H 4.578 2.907 0.756
H 4.181 1.964 2.210
C -2.549 1.197 0.290
C -3.809 1.074 -0.295
C -4.025 0.064 -1.232
C -3.003 -0.847 -1.460
H -2.333 1.910 1.094
H -4.602 1.756 0.019
H -4.977 -0.074 -1.713
H -3.177 -1.799 -1.964
N -1.532 0.381 -0.015
C -1.748 -0.639 -0.889
C -0.684 -1.658 -0.911
N 0.356 -1.417 -0.046
C 1.361 -2.342 0.032
C 0.258 -3.781 -1.576
C 1.372 -3.504 -0.758
H 2.171 -2.126 0.727
H 2.225 -4.198 -0.740
C -0.808 -2.884 -1.580
H -1.773 -3.120 -2.046
H 0.177 -4.686 -2.187
Be 0.085 0.193 0.549
I 1.261 1.833 -0.666
I -0.229 0.685 2.848
*
```

Summary:
M, g/mol: 449.08
Electronic energy, Eh: -1185.46900
ΔE to the lowest compared entry with this formula, charge and spin, kJ/mol: 0.0

natural (NBO) atomic charge list, values in e, 2 entries:
1. C -0.6170
2. C -0.6227